[1]
Below is a cluster of 2 separate species, C6H13PS in total at a distorted geometry, with properties calculated with ωB97M-V/def2-TZVPD.

Properties
HOMO energy (spin up / spin down) (eV): -7.89 / -7.12
Orbital gap (spin up / spin down) (eV): 7.6 / 7.6
Maximum force (Eh/bohr): 0.0523
E_tot (eV): -26552.67169
2S+1: 1
Total charge: 0
Relative energy (zero: lowest compared OMol25 entry of this formula, charge and spin) (kJ/mol): 292.4
M (g mol⁻¹): 148.21

Structure (XYZ):
```
21
C6H13PS ωB97M-V/def2-TZVPD
C 0.428 -1.179 -0.869
C 0.824 -0.168 -1.535
C 1.599 -0.275 -2.790
C 0.480 1.263 -1.167
C -2.991 -0.312 0.870
C 0.987 0.066 3.021
P -1.605 -1.072 1.919
S -0.642 0.727 2.442
H 0.147 -2.200 -0.979
H 2.568 0.084 -2.504
H 1.098 0.314 -3.499
H 1.704 -1.357 -3.142
H -0.172 1.355 -0.228
H 1.412 1.741 -0.928
H 0.000 1.677 -2.038
H -2.419 0.123 0.070
H -3.584 0.360 1.464
H -3.717 -1.047 0.538
H 1.661 0.936 2.813
H 1.125 -0.892 2.468
H 1.098 -0.144 4.073
```

Partial charges, Löwdin, in e: 0.113 -0.502 -0.073 -0.068 -0.435 -0.471 0.524 0.382 0.030 0.078 0.059 0.110 0.047 0.070 0.073 -0.015 0.006 0.016 0.032 0.011 0.013

=====

[2]
Below is the ion C6H14 with charge -1 at a distorted geometry, with properties calculated with ωB97M-V/def2-TZVPD.

Properties
HOMO energy (spin up / spin down) (eV): 1.56 / -6.87
Orbital gap (spin up / spin down) (eV): 2.6 / 11.1
Maximum force (Eh/bohr): 0.0684
E_tot (eV): -6446.50041
2S+1: 2
Total charge: -1
Relative energy (zero: lowest compared OMol25 entry of this formula, charge and spin) (kJ/mol): 88.6
M (g mol⁻¹): 86.18

Structure (XYZ):
```
20
C6H14 ωB97M-V/def2-TZVPD
C 0.421 1.752 -1.779
C -0.310 1.336 -0.470
C 0.104 -0.023 0.012
C 1.482 -0.127 0.647
C -1.023 -0.694 0.913
C -0.975 -2.207 0.842
H 1.470 1.362 -1.913
H -0.112 1.774 -2.781
H 0.537 2.798 -1.750
H -1.346 1.348 -0.651
H -0.242 2.149 0.162
H 0.339 -0.717 -0.867
H 1.495 0.563 1.557
H 2.297 0.370 -0.021
H 1.738 -1.161 0.741
H -0.829 -0.338 1.936
H -2.020 -0.292 0.671
H -0.022 -2.687 1.219
H -1.742 -2.564 1.643
H -1.264 -2.639 -0.113
```

Partial charges, Löwdin, in e: -0.209 -0.327 -0.430 -0.262 -0.339 -0.230 0.060 0.063 -0.002 0.058 0.047 0.139 0.050 0.056 0.023 0.067 0.071 0.057 0.060 0.047

=====

[3]
Below is a cluster of 2 separate species, C6H14 in total, with properties calculated with ωB97M-V/def2-TZVPD.

Properties
HOMO energy (eV): -9.49
Orbital gap (eV): 10.7
SMILES: C=CCC(C)C.[H][H]
Maximum force (Eh/bohr): 0.0040
E_tot (eV): -6447.59939
2S+1: 1
Total charge: 0
Relative energy (zero: lowest compared OMol25 entry of this formula, charge and spin) (kJ/mol): 174.6
M (g mol⁻¹): 86.18

Structure (XYZ):
```
20
C6H14 ωB97M-V/def2-TZVPD
C 2.816 0.225 0.372
C 1.602 -0.315 0.420
C 0.328 0.485 0.569
C -0.981 -0.306 0.442
C -2.132 0.514 1.025
C -1.306 -0.716 -0.995
H 2.964 1.305 0.411
H 3.711 -0.382 0.275
H 1.501 -1.401 0.361
H 0.321 1.311 -0.158
H 0.342 0.959 1.559
H -0.879 -1.223 1.041
H -3.074 -0.044 0.994
H -1.931 0.788 2.067
H -2.273 1.442 0.455
H -2.256 -1.262 -1.030
H -1.411 0.168 -1.639
H -0.535 -1.360 -1.432
H 1.817 -0.013 -2.655
H 1.377 -0.176 -2.083
```

Partial charges, Löwdin, in e: -0.031 -0.228 -0.212 -0.456 -0.093 -0.096 0.064 0.052 0.104 0.120 0.116 0.133 0.076 0.075 0.083 0.076 0.082 0.059 0.058 0.018

=====

[4]
Below is the molecule C6H14, with properties calculated with ωB97M-V/def2-TZVPD.

Properties
HOMO energy (eV): -10.93
Orbital gap (eV): 11.9
SMILES: CCC(C)(C)C
Maximum force (Eh/bohr): 0.0034
E_tot (eV): -6449.40455
2S+1: 1
Total charge: 0
Relative energy (zero: lowest compared OMol25 entry of this formula, charge and spin) (kJ/mol): 0.4
M (g mol⁻¹): 86.18

Structure (XYZ):
```
20
C6H14 ωB97M-V/def2-TZVPD
C 2.155 0.049 -0.149
C 0.933 -0.270 0.711
C -0.441 -0.022 0.058
C -0.591 -0.876 -1.215
C -1.523 -0.416 1.072
C -0.618 1.463 -0.284
H 2.170 1.099 -0.460
H 2.189 -0.570 -1.053
H 3.076 -0.140 0.414
H 0.977 -1.326 1.015
H 0.984 0.317 1.639
H -0.050 -1.826 -1.125
H -1.642 -1.116 -1.409
H -0.202 -0.361 -2.101
H -1.486 -1.487 1.307
H -2.524 -0.192 0.683
H -1.399 0.138 2.011
H 0.084 1.790 -1.059
H -0.459 2.090 0.602
H -1.632 1.658 -0.655
```

Partial charges, Löwdin, in e: -0.103 -0.236 -0.627 -0.061 -0.075 -0.068 0.068 0.071 0.071 0.113 0.112 0.083 0.079 0.079 0.085 0.081 0.083 0.074 0.087 0.085

=====

[5]
Below is a structure of composition C6H14AlNO3 at a distorted geometry, with properties calculated with ωB97M-V/def2-TZVPD.

Properties
HOMO energy (eV): -18.05
Orbital gap (eV): 4.4
Maximum force (Eh/bohr): 0.0590
E_tot (eV): -20656.20251
2S+1: 1
Total charge: +2
Relative energy (zero: lowest compared OMol25 entry of this formula, charge and spin) (kJ/mol): 303.2
M (g mol⁻¹): 175.16

Structure (XYZ):
```
25
C6H14AlNO3 ωB97M-V/def2-TZVPD
Al -2.435 -0.488 -1.169
C -0.603 -1.095 3.348
C -1.190 -1.127 1.993
O -2.213 -0.448 1.666
O -0.722 -1.835 1.023
H -0.762 -2.117 3.752
H -1.184 -0.472 4.040
H 0.471 -0.940 3.336
C 1.390 0.193 -2.770
C 0.972 -0.385 -1.426
C 0.859 0.591 -0.308
O -0.325 1.209 -0.484
C -0.526 2.414 0.263
N -0.225 -1.196 -1.512
H 1.365 -0.613 -3.512
H 2.415 0.536 -2.738
H 0.646 0.921 -3.100
H 1.816 -1.107 -1.240
H 1.733 1.256 -0.321
H 0.914 0.044 0.666
H -0.307 2.289 1.321
H -1.571 2.723 0.149
H 0.014 3.246 -0.207
H -0.404 -1.634 -0.572
H -0.127 -1.967 -2.197
```

Partial charges, Löwdin, in e: 1.427 0.069 -0.568 0.130 0.006 0.138 0.119 0.116 0.002 -0.375 -0.223 -0.254 -0.016 0.057 0.101 0.110 0.104 0.212 0.172 0.149 0.112 0.105 0.121 0.031 0.156

=====

[6]
Below is a structure of composition C6H14AlO5 at a distorted geometry, with properties calculated with ωB97M-V/def2-TZVPD.

Properties
HOMO energy (eV): -4.81
Orbital gap (eV): 8.1
Maximum force (Eh/bohr): 0.0380
E_tot (eV): -23282.83880
2S+1: 1
Total charge: -1
Relative energy (zero: lowest compared OMol25 entry of this formula, charge and spin) (kJ/mol): 242.3
M (g mol⁻¹): 193.16

Structure (XYZ):
```
26
C6H14AlO5 ωB97M-V/def2-TZVPD
O 3.040 -1.485 1.125
C 2.024 -1.699 0.144
C 1.877 -0.539 -0.866
C 1.914 0.878 -0.242
C 0.590 1.701 -0.328
C -0.212 1.919 1.043
O -1.590 1.550 0.948
Al -1.397 0.198 -0.321
C -3.071 -0.583 -1.174
O -4.213 -0.556 -0.269
O -3.844 -1.350 0.859
O -0.329 1.347 -1.329
H 2.575 -1.272 1.920
H 2.319 -2.591 -0.435
H 1.073 -1.957 0.623
H 0.989 -0.735 -1.475
H 2.736 -0.626 -1.551
H 2.681 1.437 -0.794
H 2.264 0.843 0.799
H 0.946 2.731 -0.530
H 0.178 1.292 1.878
H -0.199 2.941 1.451
H -0.600 -0.899 0.515
H -3.330 -0.165 -2.160
H -2.862 -1.658 -1.368
H -3.560 -0.722 1.536
```

Partial charges, Löwdin, in e: -0.086 -0.288 -0.195 -0.142 -0.426 -0.273 -0.257 0.304 -0.234 -0.246 -0.085 -0.185 0.061 0.105 0.063 0.084 0.101 0.098 0.099 0.119 0.089 0.098 0.008 0.056 0.050 0.081

=====

[7]
Below is a structure of composition C6H14AuClF6N2PS, with properties calculated with ωB97M-V/def2-TZVPD.

Properties
HOMO energy (spin up / spin down) (eV): -18.08 / -18.13
Orbital gap (spin up / spin down) (eV): 8.6 / 6.5
Maximum force (Eh/bohr): 0.0119
E_tot (eV): -62059.08896
2S+1: 2
Total charge: +2
Relative energy (zero: lowest compared OMol25 entry of this formula, charge and spin) (kJ/mol): 0.0
M (g mol⁻¹): 523.64

Structure (XYZ):
```
32
C6H14AuClF6N2PS ωB97M-V/def2-TZVPD
Au -0.986 0.396 0.041
C 1.286 -1.450 0.081
C 0.071 -2.185 -0.473
N -0.879 -1.238 -1.169
C -0.605 -0.855 -2.592
C 0.585 0.079 -2.790
S 0.528 1.590 -1.758
C 2.042 1.443 -0.740
C 1.832 0.939 0.696
N 0.874 -0.195 0.793
H 1.976 -1.173 -0.711
H 1.830 -2.100 0.766
H -0.502 -2.639 0.336
H 0.367 -2.977 -1.162
H -1.807 -1.666 -1.166
H -1.518 -0.382 -2.951
H -0.441 -1.769 -3.166
H 0.556 0.446 -3.819
H 1.545 -0.407 -2.637
H 2.443 2.457 -0.698
H 2.740 0.830 -1.310
H 1.437 1.734 1.327
H 2.801 0.629 1.095
H 0.703 -0.379 1.786
F -0.936 1.923 1.206
P -2.159 1.053 3.307
F -2.877 0.407 4.479
F -3.282 1.837 2.586
F -0.685 0.449 3.435
F -2.366 -0.115 2.199
F -1.596 2.370 3.900
Cl -2.977 0.950 -0.891
```

Partial charges, Löwdin, in e: 1.028 -0.120 -0.107 -0.192 -0.204 -0.348 1.132 -0.341 -0.187 -0.148 0.110 0.156 0.145 0.150 0.136 0.108 0.153 0.117 0.088 0.113 0.096 0.129 0.156 0.137 -0.448 0.314 0.031 -0.048 -0.121 -0.200 -0.034 0.202

=====

[8]
Below is a cluster of 2 separate species, C6H14BrFNO6PS in total at a distorted geometry, with properties calculated with ωB97M-V/def2-TZVPD.

Properties
HOMO energy (eV): -9.53
Orbital gap (eV): 9.6
SMILES: O=C(Br)CN(P(O)O)S(=O)(=O)F.CCOCC
Maximum force (Eh/bohr): 0.0330
E_tot (eV): -113108.59028
2S+1: 1
Total charge: 0
Relative energy (zero: lowest compared OMol25 entry of this formula, charge and spin) (kJ/mol): 0.0
M (g mol⁻¹): 358.12

Structure (XYZ):
```
31
C6H14BrFNO6PS ωB97M-V/def2-TZVPD
O 2.699 -2.913 2.794
C 1.582 -3.172 2.522
Br 0.589 -4.401 3.655
C 0.885 -2.694 1.253
N -0.170 -1.654 1.306
P -1.807 -2.424 1.215
O -2.721 -1.108 1.158
O -2.155 -2.857 2.747
S 0.142 -0.406 2.322
O -0.763 0.651 2.088
O 1.535 -0.164 2.343
F -0.223 -0.995 3.724
H 1.691 -2.304 0.634
H 0.445 -3.550 0.738
H -3.373 -1.108 1.867
H -2.029 -3.808 2.851
C 1.959 2.663 -2.776
C 0.640 2.329 -3.453
O -0.009 1.186 -2.928
C -0.356 1.248 -1.555
C -1.304 2.376 -1.192
H 2.643 1.815 -2.831
H 2.423 3.517 -3.270
H 1.827 2.920 -1.724
H 0.815 2.094 -4.503
H -0.029 3.197 -3.430
H 0.546 1.292 -0.933
H -0.838 0.293 -1.339
H -0.864 3.358 -1.373
H -1.556 2.312 -0.133
H -2.222 2.306 -1.778
```

Partial charges, Löwdin, in e: 0.082 -0.796 0.760 -0.254 -0.336 0.831 -0.244 -0.293 0.526 -0.235 -0.214 -0.138 0.129 0.097 0.075 0.008 -0.080 -0.285 -0.159 -0.283 -0.071 0.080 0.076 0.066 0.117 0.107 0.106 0.110 0.068 0.068 0.082

=====

[9]
Below is the ion C6H14BrN2 with charge +1 at a distorted geometry, with properties calculated with ωB97M-V/def2-TZVPD.

Properties
HOMO energy (eV): -14.01
Orbital gap (eV): 9.7
SMILES: CC/[N+](CCN)=C(\C)Br
Maximum force (Eh/bohr): 0.0636
E_tot (eV): -79463.60403
2S+1: 1
Total charge: +1
Relative energy (zero: lowest compared OMol25 entry of this formula, charge and spin) (kJ/mol): 152.5
M (g mol⁻¹): 194.10

Structure (XYZ):
```
23
C6H14BrN2 ωB97M-V/def2-TZVPD
C -0.262 -2.812 -0.493
C 0.153 -1.342 -0.792
N -0.121 -0.489 0.370
C 1.065 0.035 1.157
C 1.635 1.306 0.453
N 0.633 2.219 0.132
C -1.077 0.428 0.306
C -1.984 0.814 -0.759
Br -1.711 1.202 1.923
H -0.404 -3.457 -1.421
H 0.707 -3.197 -0.069
H -1.107 -2.898 0.174
H 1.155 -1.406 -1.161
H -0.323 -0.834 -1.692
H 1.818 -0.785 1.210
H 0.724 0.268 2.114
H 2.267 1.656 1.272
H 2.199 1.090 -0.433
H 0.118 2.651 0.927
H 0.925 3.020 -0.400
H -2.494 -0.114 -0.952
H -1.313 1.109 -1.503
H -2.605 1.535 -0.362
```

Partial charges, Löwdin, in e: -0.045 -0.194 -0.087 -0.101 -0.238 0.007 -0.634 -0.075 0.961 0.108 0.091 0.071 0.115 0.136 0.151 0.055 0.131 0.125 0.067 0.110 0.120 0.087 0.038

=====

[10]
Below is the ion C6H14BrN2 with charge +1 at a distorted geometry, with properties calculated with ωB97M-V/def2-TZVPD.

Properties
HOMO energy (eV): -14.01
Orbital gap (eV): 10.3
SMILES: CC/[N+](CCN)=C(\C)Br
Maximum force (Eh/bohr): 0.0999
E_tot (eV): -79463.43032
2S+1: 1
Total charge: +1
Relative energy (zero: lowest compared OMol25 entry of this formula, charge and spin) (kJ/mol): 169.2
M (g mol⁻¹): 194.10

Structure (XYZ):
```
23
C6H14BrN2 ωB97M-V/def2-TZVPD
C -1.390 -1.802 -0.992
C -1.187 -0.607 -0.085
N 0.204 -0.164 -0.392
C 0.405 0.911 -1.291
C 0.568 2.184 -0.380
N 1.100 1.716 0.926
C 1.233 -0.604 0.253
C 1.087 -1.499 1.487
Br 3.005 -0.311 -0.316
H -2.427 -2.305 -0.809
H -1.461 -1.619 -2.040
H -0.582 -2.626 -0.667
H -1.973 0.211 -0.273
H -1.285 -0.889 1.021
H -0.500 0.938 -1.840
H 1.169 0.761 -2.003
H 1.221 2.837 -0.776
H -0.378 2.541 -0.198
H 2.062 2.129 1.014
H 0.476 2.064 1.589
H 2.031 -1.962 1.919
H 0.619 -2.520 1.085
H 0.548 -1.208 2.327
```

Partial charges, Löwdin, in e: -0.078 -0.171 -0.172 -0.148 -0.133 0.004 -0.652 -0.073 0.951 0.121 0.064 0.119 0.160 0.141 0.118 0.091 0.085 0.097 0.110 0.070 0.102 0.133 0.060

=====

[11]
Below is a cluster of 2 separate species, C6H14BrO6P in total at a distorted geometry, with properties calculated with ωB97M-V/def2-TZVPD.

Properties
HOMO energy (eV): -10.66
Orbital gap (eV): 11.2
SMILES: CCCO[P@@](=O)(O)OCC(=O)Br.CO
Maximum force (Eh/bohr): 0.0446
E_tot (eV): -98067.63755
2S+1: 1
Total charge: 0
M (g mol⁻¹): 293.05

Structure (XYZ):
```
28
C6H14BrO6P ωB97M-V/def2-TZVPD
C 2.926 -0.062 -0.631
C 1.706 -0.398 0.224
C 1.232 -1.786 -0.137
O -0.116 -2.050 0.296
P -1.236 -1.718 -0.731
O -0.910 -0.654 -1.677
O -1.580 -3.047 -1.506
O -2.467 -1.424 0.206
C -3.424 -0.560 -0.410
C -4.651 -0.541 0.438
O -4.777 -1.007 1.535
Br -6.100 0.437 -0.456
H 3.757 -0.592 -0.193
H 2.796 -0.372 -1.655
H 3.129 0.987 -0.564
H 2.007 -0.432 1.259
H 0.919 0.329 0.129
H 1.863 -2.489 0.381
H 1.374 -1.980 -1.186
H -1.513 -2.832 -2.438
H -3.652 -0.872 -1.415
H -3.059 0.455 -0.444
C 1.644 3.610 1.549
O 2.498 2.536 1.158
H 0.619 3.303 1.360
H 1.758 3.832 2.613
H 1.858 4.510 0.967
H 3.399 2.818 1.328
```

Partial charges, Löwdin, in e: -0.086 -0.234 -0.225 -0.137 0.300 -0.218 -0.057 -0.131 -0.241 -0.750 0.082 0.695 0.074 0.072 0.046 0.107 0.099 0.126 0.109 0.089 0.117 0.131 -0.142 -0.133 0.077 0.076 0.077 0.078